Here is C34H50HfIN3O4P as an isolated structure from the Open Molecules 2025 dataset. Energies are from the ωB97M-V functional and the def2-TZVPD basis.

The geometry in XYZ format:
```
94
Properties=species:S:1:pos:R:3:forces:R:3
Hf -11.9290 6.4158 14.7182 0.69 -1.50 0.13
C -8.7823 6.4343 18.5469 2.79 -0.18 0.74
C -10.0976 7.0067 18.6688 -2.43 0.42 -2.85
N -10.5533 7.4468 19.8082 2.09 -1.02 0.70
C -11.7165 7.9518 20.0399 -2.43 1.17 0.28
C -12.6780 8.1865 19.0309 1.12 0.87 1.11
C -13.8946 9.0995 19.3306 -0.53 -0.26 0.31
O -13.9887 10.2091 18.4089 0.54 -0.06 0.90
C -12.2183 7.8046 17.7407 0.90 -1.44 0.41
C -12.9803 8.1155 16.6303 -0.81 2.31 -2.45
N -12.3935 8.3160 15.4156 0.01 -0.39 2.08
C -12.9688 8.8989 14.3198 -1.82 2.95 -0.49
C -13.8752 10.0389 14.4652 0.08 -1.08 -1.42
C -14.5090 10.6165 13.3331 1.31 -1.36 0.30
C -14.2625 10.0331 12.0433 -0.63 -0.63 0.79
C -13.3882 8.9309 11.9095 -0.42 2.03 1.54
C -12.6169 8.5176 13.0120 -0.07 -0.24 -0.50
I -10.6151 7.6887 12.4625 -1.21 0.43 0.43
C -10.9613 7.1211 17.5119 -0.63 0.59 2.88
O -10.7332 6.4998 16.3592 -0.29 -0.39 -0.88
H -8.1190 7.0203 17.8196 -0.70 -0.63 1.30
H -8.7408 5.3997 18.2302 -0.46 -0.32 -0.44
H -8.3841 6.3508 19.5990 0.15 0.60 -1.24
H -11.8739 8.2203 21.1007 -0.32 0.01 -0.73
H -13.9069 9.4181 20.4239 0.38 -0.32 -1.45
H -14.8390 8.5444 19.2070 0.32 -0.06 0.00
H -13.7933 11.0344 18.8961 -0.10 -0.56 -0.42
H -14.0584 8.3335 16.7395 0.59 0.24 -0.09
H -13.9927 10.4386 15.4727 -0.18 -0.10 -0.22
H -15.1699 11.4717 13.4889 0.28 -0.24 -0.28
H -14.8297 10.3671 11.1491 0.56 -0.16 0.77
H -13.2827 8.5043 10.9630 0.50 -0.53 -1.36
C -9.2327 3.2945 13.1304 -0.36 0.05 -0.94
C -9.6368 4.2690 14.1511 -0.76 0.70 0.09
N -8.7471 4.7411 15.0286 -2.37 0.19 -1.46
O -10.8937 4.6898 14.1474 2.18 -0.27 0.63
H -9.3357 3.7585 12.0946 -0.04 -0.54 1.28
H -9.9092 2.4034 13.1877 0.83 0.61 -0.12
H -8.1805 3.1007 13.3036 0.03 -0.71 -0.27
H -7.7589 4.6317 14.9119 0.40 -0.35 0.02
H -9.1151 5.5358 15.5247 0.37 0.26 0.96
O -13.7167 5.6526 15.0281 0.11 -1.25 -0.21
P -14.5569 4.2323 15.0748 -0.20 0.80 1.62
C -14.4492 3.5297 13.3775 -0.32 -1.57 0.93
C -15.0858 2.0646 13.2742 -1.02 1.75 -1.45
C -15.0034 1.4787 11.8433 -0.76 1.80 -0.62
C -15.6430 2.4408 10.7507 0.42 0.44 0.70
C -15.0898 3.9051 10.8717 0.39 -0.75 -1.08
C -14.9181 4.5047 12.3097 -0.90 0.68 -1.33
C -16.2409 4.7192 15.4787 -0.97 1.06 0.58
C -17.3193 3.7591 14.9271 -0.03 0.26 -1.30
C -18.7367 4.0812 15.4393 -0.46 0.52 0.19
C -18.8304 5.4240 16.1557 0.12 1.36 0.56
C -18.0662 6.5669 15.4076 0.71 -0.11 0.77
C -16.5567 6.2157 15.1351 -0.07 -0.25 -1.57
C -13.6722 3.3396 16.5507 0.92 -0.53 -0.28
C -13.9885 3.6445 18.0842 -1.13 1.16 -1.98
C -15.1705 2.8752 18.6619 0.02 -0.96 -0.25
C -15.0702 1.3660 18.4798 1.55 -0.12 -1.11
C -14.7135 0.9859 16.9946 0.05 1.17 0.42
C -13.5374 1.8247 16.4097 1.86 -1.61 -0.47
H -13.3958 3.3142 13.3373 0.91 0.15 -0.51
H -16.1042 2.0616 13.6425 -0.25 0.20 -0.49
H -14.6201 1.4168 13.9315 1.36 -1.20 1.28
H -15.5937 0.5905 11.8204 -0.22 -0.84 0.13
H -13.9765 1.2073 11.6179 0.18 0.10 -0.21
H -16.7372 2.4211 10.7925 0.06 0.08 0.64
H -15.4903 2.1026 9.7159 0.48 -0.11 0.42
H -15.6986 4.6042 10.2725 -0.14 -0.29 0.50
H -14.1561 3.9068 10.2455 -0.23 0.05 1.16
H -15.8813 5.0039 12.5652 0.50 -0.72 0.07
H -14.2562 5.3632 12.1529 0.34 -0.08 0.44
H -16.4115 4.7742 16.5520 0.75 -0.72 0.46
H -17.0937 2.7050 15.1305 0.07 0.34 0.05
H -17.3398 3.8907 13.8061 0.15 -0.33 1.04
H -19.1066 3.3114 16.1491 0.10 0.27 -0.80
H -19.3765 4.1832 14.5449 -0.02 -0.57 0.55
H -18.4152 5.3606 17.1801 -0.08 -0.08 -0.34
H -19.8905 5.7343 16.3277 0.79 -0.34 -0.35
H -18.0230 7.5015 16.0014 -0.57 -0.52 -0.25
H -18.5262 6.7957 14.4431 -0.14 -0.06 0.21
H -15.8116 6.9290 15.5617 -0.73 -0.66 0.17
H -16.4306 6.3340 14.0489 0.17 0.07 0.16
H -12.6538 3.7405 16.3094 -0.51 -0.12 0.34
H -14.2697 4.6905 18.0565 0.07 0.58 0.58
H -13.0716 3.5638 18.6611 0.12 -0.30 -0.10
H -16.1063 3.1232 18.1937 -0.41 0.75 -0.50
H -15.3096 3.1182 19.7065 0.16 0.12 0.31
H -15.9707 0.8522 18.7238 -0.86 -0.15 0.27
H -14.3286 0.9759 19.1596 0.49 -0.25 0.14
H -15.6103 1.2194 16.4269 -0.27 0.01 -0.38
H -14.5602 -0.0850 16.8907 0.25 0.02 0.01
H -13.2111 1.5604 15.3553 -0.96 0.08 0.91
H -12.5536 1.5153 16.9167 -1.42 0.59 -0.06
```
Forces are in eV/Å.

Calculated values
LUMO (eV): -9.891
Total charge: +3
2S+1: 1
Maximum force (eV/Å): 3.8
HOMO energy (eV): -16.41

Results of the Mulliken charge analysis, in e, for atoms 1 through 6: number 1, Hf, carries 1.12; number 2, C, carries -1.18; number 3, C, carries 0.23; number 4, N, carries -0.47; number 5, C, carries -0.82; number 6, C, carries 0.48

---

Here is C34H50IrN3OP2 as an isolated structure from the Open Molecules 2025 dataset. Energies are from the ωB97M-V functional and the def2-TZVPD basis.

The geometry in XYZ format:
```
91
Properties=species:S:1:pos:R:3:forces:R:3
Ir 0.0129 0.0588 -0.4591 -1.10 -0.88 2.38
C -3.7107 -1.5752 -0.0645 0.03 0.07 -0.06
C -2.6777 -2.4515 -0.7816 0.15 0.81 -0.10
C -3.1065 -3.9156 -0.8832 0.24 -0.13 0.03
P -1.0179 -2.1013 -0.0383 1.80 -0.01 -0.17
C 0.2646 -3.3603 -0.5182 -0.29 0.19 -0.15
C 0.0962 -4.7290 0.1394 -0.09 0.05 0.08
C 0.3400 -3.4196 -2.0438 0.02 0.06 -0.01
C -1.0996 -2.1867 1.7661 0.16 0.87 -0.04
C -1.8916 -3.0793 2.4477 -0.05 -0.10 0.18
C -1.8241 -3.2057 3.8473 0.40 0.20 -0.12
C -2.7142 -4.1392 4.5748 -0.29 -0.07 0.20
C -0.8483 -2.4504 4.5347 -0.42 -0.33 -0.15
C -0.0508 -1.5563 3.8831 0.25 0.30 -0.36
C -0.2151 -1.3209 2.4842 -0.47 -0.82 0.27
N 0.4546 -0.3900 1.7965 -0.86 0.99 -2.88
C 1.3008 0.5287 2.3283 1.08 1.16 0.62
C 1.1473 1.1359 3.5985 -0.25 -0.47 -0.55
C 2.1599 1.8917 4.1309 0.55 0.20 -0.16
C 3.3663 2.0827 3.4359 -0.43 -0.27 -0.18
C 4.4788 2.8687 4.0265 0.23 0.28 -0.06
C 3.4664 1.5717 2.1269 0.20 0.26 0.30
C 2.4383 0.8702 1.5445 -0.88 -0.25 0.05
P 2.4352 0.3278 -0.1985 0.60 -1.25 -0.08
C 3.8589 -0.8653 -0.3020 -0.36 0.14 0.00
C 3.9697 -1.5077 -1.6793 0.08 0.05 -0.05
C 3.8286 -1.9065 0.8127 -0.04 0.03 0.09
C 2.8714 1.8317 -1.2183 -0.65 -0.26 -0.27
C 2.5128 1.5592 -2.6903 -0.02 0.00 -0.04
C 4.3080 2.3437 -1.1197 0.06 -0.01 0.24
H -4.6510 -1.5889 -0.6143 0.00 -0.01 -0.02
H -3.3690 -0.5385 0.0018 -0.09 0.04 0.02
H -3.9126 -1.9334 0.9443 0.00 0.01 -0.01
H -2.5514 -2.0719 -1.8018 0.02 0.00 -0.01
H -3.2354 -4.3960 0.0844 0.01 0.00 0.00
H -2.4119 -4.5056 -1.4762 -0.03 -0.04 0.02
H -4.0715 -3.9485 -1.3905 0.00 0.09 0.01
H 1.1885 -2.9118 -0.1415 -0.09 0.11 0.03
H -0.7992 -5.2462 -0.2000 0.01 -0.02 0.01
H 0.0695 -4.6546 1.2263 0.01 -0.05 0.00
H 0.9533 -5.3489 -0.1268 0.00 0.02 -0.03
H -0.5424 -3.8954 -2.4723 0.00 0.00 -0.02
H 1.2045 -4.0107 -2.3461 0.00 -0.01 0.00
H 0.4375 -2.4189 -2.4698 0.03 -0.04 -0.08
H -2.5635 -3.7283 1.9055 -0.07 -0.04 0.03
H -3.0811 -4.9397 3.9352 0.04 -0.05 0.03
H -3.5922 -3.5952 4.9432 0.04 -0.01 -0.02
H -2.2207 -4.5569 5.4515 -0.01 -0.07 -0.05
H -0.7246 -2.5959 5.6003 0.01 -0.02 0.00
H 0.7191 -1.0290 4.4271 -0.03 -0.08 -0.01
H 0.2128 1.0243 4.1337 0.06 -0.06 0.03
H 2.0395 2.3355 5.1107 -0.02 0.05 -0.02
H 4.3668 2.9809 5.1021 0.08 -0.04 0.01
H 4.4937 3.8730 3.5896 -0.02 -0.03 0.06
H 5.4458 2.4215 3.7946 -0.01 -0.03 0.11
H 4.3849 1.7294 1.5788 0.03 0.10 0.04
H 4.7210 -0.2104 -0.1317 -0.02 0.01 -0.01
H 3.1315 -2.1802 -1.8708 -0.03 0.02 0.00
H 4.8872 -2.0950 -1.7250 -0.02 -0.03 -0.01
H 4.0146 -0.7709 -2.4789 0.01 -0.05 -0.04
H 3.0532 -2.6565 0.6501 -0.01 0.02 -0.01
H 3.6844 -1.4626 1.7986 0.02 -0.03 -0.01
H 4.7841 -2.4313 0.8267 -0.01 -0.02 -0.01
H 2.1943 2.6009 -0.8263 0.02 0.02 0.04
H 3.3575 1.1181 -3.2170 -0.03 -0.04 0.00
H 2.2800 2.4941 -3.2008 0.02 0.03 0.03
H 1.6620 0.8822 -2.7962 0.01 0.00 -0.12
H 5.0381 1.5673 -1.3473 -0.01 0.00 -0.02
H 4.5364 2.7833 -0.1519 0.03 -0.02 -0.02
H 4.4376 3.1321 -1.8622 -0.05 0.00 -0.02
C -2.2922 -0.1030 -4.4138 0.10 -0.17 -0.01
C -1.5609 0.5727 -3.2968 -0.39 0.58 -0.24
O -0.8064 -0.0875 -2.5481 0.94 -0.16 1.21
N -1.7562 1.8844 -3.1596 0.16 -0.26 0.04
C -1.0235 2.6928 -2.2069 0.01 -0.04 0.30
C -1.6993 2.7588 -0.8627 -0.18 0.40 -0.09
C -2.5948 3.7747 -0.5633 0.09 -0.05 -0.01
C -3.2084 3.8018 0.6788 0.02 -0.07 0.05
C -2.8948 2.8095 1.5963 0.08 0.00 -0.02
C -1.9783 1.8417 1.2351 -0.18 0.08 0.29
N -1.3913 1.8076 0.0305 -0.34 -0.94 -0.09
H -1.8663 -1.0867 -4.5899 0.00 0.00 0.01
H -2.2281 0.4836 -5.3292 -0.01 0.01 0.00
H -3.3472 -0.2137 -4.1567 -0.01 0.02 0.04
H -2.4050 2.3437 -3.7801 0.02 -0.04 -0.13
H -0.8987 3.6943 -2.6132 0.04 -0.03 -0.04
H -0.0388 2.2405 -2.0794 0.12 0.19 -0.15
H -2.8082 4.5444 -1.2929 0.04 -0.01 -0.04
H -3.9086 4.5865 0.9314 -0.02 0.00 -0.02
H -3.3481 2.7879 2.5771 0.03 0.00 0.01
H -1.6953 1.0678 1.9369 -0.02 -0.05 -0.06
```
Forces are in eV/Å.

Calculated values
LUMO (alpha / beta) (eV): -10.471 / -10.567
Total charge: +3
2S+1: 2
Energy above the lowest of the compared OMol25 structures with the same formula, charge and spin (kcal per mole): 49.32
Maximum force (eV/Å): 3.2
HOMO energy (alpha / beta) (eV): -15.78 / -16.42

Results of the Mulliken charge analysis, in e, for atoms 1 through 6: number 1, Ir, carries 3.75; number 2, C, carries -1.38; number 3, C, carries 1.12; number 4, C, carries -1.31; number 5, P, carries 0.46; number 6, C, carries 2.65

---

Here is C34H51As2CaN5SSi2 as an isolated structure from the Open Molecules 2025 dataset. Energies are from the ωB97M-V functional and the def2-TZVPD basis.

The geometry in XYZ format:
```
96
Properties=species:S:1:pos:R:3:forces:R:3
Ca 0.0327 -0.0385 0.4562 -0.03 0.08 -0.17
S 4.4817 1.9350 -0.2916 -0.09 -0.05 0.01
C 4.9302 0.3784 0.3028 -0.07 0.15 -0.05
C 6.2095 -0.0827 0.5831 0.04 -0.11 0.04
C 6.3483 -1.3743 1.0554 -0.05 0.10 -0.04
C 5.2177 -2.1734 1.2317 -0.01 0.00 0.00
C 3.9482 -1.7061 0.9482 0.02 -0.16 0.06
C 3.7819 -0.4026 0.4789 0.20 -0.07 -0.02
N 2.5896 0.2355 0.1413 -0.36 0.09 -0.02
C 2.7963 1.4595 -0.2707 0.27 -0.03 0.04
C 1.7738 2.4391 -0.6714 -0.20 0.30 -0.19
C 2.2182 3.7267 -1.0141 0.10 -0.10 0.04
C 1.3217 4.7162 -1.3540 -0.04 0.05 -0.02
C -0.0347 4.4244 -1.3319 -0.01 -0.01 -0.01
C -0.4570 3.1480 -0.9913 -0.07 -0.07 -0.01
C 0.4033 2.0900 -0.6691 0.36 -0.02 0.16
H 7.0682 0.5584 0.4340 0.01 -0.02 0.01
H 7.3302 -1.7639 1.2870 0.01 0.00 0.00
H 5.3274 -3.1846 1.6014 0.01 0.00 0.00
H 3.1219 -2.3818 1.0976 -0.02 0.08 0.01
H 3.2733 3.9775 -1.0052 0.00 -0.01 -0.01
H 1.6731 5.7060 -1.6146 0.01 0.00 0.00
H -0.7585 5.1950 -1.5724 0.00 -0.01 0.01
H -1.5269 2.9801 -0.9623 -0.05 -0.01 0.00
C 0.6066 -1.1450 6.4788 0.00 -0.01 -0.07
Si 0.4243 -1.7029 4.6888 -0.02 -0.09 0.08
C -0.8018 -3.1471 4.7422 0.04 0.04 0.02
C 2.1097 -2.3698 4.1608 -0.02 0.04 0.02
As -0.1208 0.0874 3.3231 -0.04 -0.09 0.04
Si -2.4033 0.1887 3.6905 -0.14 -0.02 0.07
C -3.4253 -1.2076 2.9110 0.05 0.01 0.01
C -2.8537 0.1699 5.5225 0.00 0.05 -0.07
C -3.0326 1.8136 2.9641 0.05 -0.01 0.07
H 0.8895 -1.9817 7.1244 0.00 -0.01 -0.01
H -0.3286 -0.7270 6.8550 0.01 0.01 0.00
H 1.3745 -0.3735 6.5615 -0.02 0.01 0.00
H -0.4175 -3.9210 5.4146 0.02 0.01 -0.01
H -1.0058 -3.6199 3.7792 0.01 0.03 -0.02
H -1.7582 -2.8136 5.1520 0.01 -0.01 -0.01
H 2.4421 -3.1806 4.8152 -0.02 0.00 0.02
H 2.8547 -1.5718 4.2078 0.00 0.00 -0.02
H 2.1082 -2.7472 3.1371 0.03 0.00 -0.01
H -3.2000 -2.1638 3.3905 0.01 0.01 -0.06
H -3.2130 -1.3093 1.8426 -0.02 0.01 0.00
H -4.4978 -1.0208 3.0265 0.01 0.02 0.03
H -2.6533 -0.8035 5.9748 0.02 0.01 0.01
H -3.9168 0.3875 5.6619 0.00 -0.01 -0.02
H -2.2793 0.9221 6.0665 0.00 -0.01 0.01
H -2.6253 2.0005 1.9667 -0.02 0.00 0.02
H -2.7225 2.6423 3.6042 0.03 0.01 -0.03
H -4.1245 1.8277 2.9030 0.01 -0.02 0.01
C -4.8893 0.7299 0.0678 0.04 -0.04 0.03
As -3.1185 0.5586 -0.7421 -0.10 -0.12 -0.15
C -3.4265 1.7521 -2.2611 0.06 0.00 0.02
C -3.3428 -1.1714 -1.7063 -0.09 0.00 0.15
C -4.6135 -1.3547 -2.4700 -0.01 0.01 -0.03
C -4.7086 -0.9791 -3.8090 0.00 -0.02 0.00
C -5.8975 -1.1288 -4.5082 0.00 -0.01 0.01
C -7.0142 -1.6602 -3.8793 -0.01 0.00 0.00
C -6.9313 -2.0452 -2.5484 0.01 0.00 -0.01
C -5.7414 -1.8938 -1.8525 0.00 0.01 0.01
H -5.6713 0.5810 -0.6758 0.03 0.00 -0.02
H -4.9797 1.7270 0.4969 0.04 0.00 -0.01
H -4.9985 0.0008 0.8683 -0.02 0.01 0.02
H -4.3163 1.4433 -2.8081 0.00 -0.02 0.01
H -2.5557 1.7350 -2.9156 -0.01 0.02 -0.02
H -3.5663 2.7706 -1.9028 0.01 -0.01 0.04
H -3.2518 -1.9368 -0.9319 -0.01 0.04 -0.05
H -2.4715 -1.2556 -2.3584 0.00 0.03 0.00
H -3.8376 -0.5726 -4.3106 0.00 0.00 0.00
H -5.9501 -0.8342 -5.5484 0.00 0.00 0.00
H -7.9414 -1.7790 -4.4244 0.00 0.00 0.00
H -7.7950 -2.4682 -2.0515 0.00 0.00 0.00
H -5.6832 -2.1989 -0.8133 0.00 0.00 0.00
C 0.9649 -2.7506 0.0866 0.18 0.01 0.13
N 1.3612 -4.1270 0.3268 -0.05 -0.05 -0.09
C 1.0877 -4.8799 -0.9028 -0.03 0.01 0.00
N -0.3247 -4.7999 -1.2846 0.01 -0.02 -0.01
C -0.6857 -3.4026 -1.4857 -0.05 0.00 -0.03
N -0.4573 -2.5891 -0.2691 0.02 0.01 0.14
C -1.2498 -3.1935 0.8384 -0.01 -0.05 -0.01
N -0.9036 -4.5891 1.0636 0.00 -0.01 0.00
C 0.5192 -4.6681 1.4004 -0.04 -0.01 0.00
C -1.1287 -5.3313 -0.1781 0.02 0.03 0.00
H 1.5845 -2.3424 -0.7170 -0.01 0.06 -0.01
H 1.1585 -2.1827 1.0066 -0.03 -0.04 0.06
H 1.3565 -5.9254 -0.7473 0.00 0.00 0.01
H 1.7018 -4.4768 -1.7106 0.00 0.00 0.00
H -1.7409 -3.3454 -1.7548 0.05 -0.01 0.00
H -0.0887 -2.9854 -2.2997 0.00 -0.01 -0.01
H -2.3084 -3.1266 0.5833 0.00 0.01 0.00
H -1.0727 -2.6167 1.7515 0.01 0.02 -0.02
H 0.7911 -5.7111 1.5678 0.00 -0.01 0.00
H 0.7042 -4.1056 2.3161 -0.03 -0.02 -0.01
H -2.1856 -5.2712 -0.4447 0.00 0.00 0.00
H -0.8660 -6.3783 -0.0202 0.00 0.00 0.00
```
Forces are in eV/Å.

Calculated values
LUMO (eV): 0.136
Total charge: 0
2S+1: 1
Energy above the lowest of the compared OMol25 structures with the same formula, charge and spin (kcal per mole): 12.68
Maximum force (eV/Å): 0.4
HOMO energy (eV): -6.66

Results of the Mulliken charge analysis, in e, for atoms 1 through 6: number 1, Ca, carries 0.84; number 2, S, carries -0.46; number 3, C, carries 0.72; number 4, C, carries -0.73; number 5, C, carries -0.55; number 6, C, carries -1.22